Entry 1:
This record from OMol25 describes a molecular structure, CH2N2O3 in a non-equilibrium geometry. The level of theory is wB97M-V/def2-TZVPD.

Properties
* 2S+1: 1
* relative energy (zero: lowest compared OMol25 entry of this formula, charge and spin): 4.617 eV
* charge: 0

```
8
Properties=species:S:1:pos:R:3:forces:R:3:nbo_charge:R:1
C 0.974 -0.050 0.059 -1.7 -4.1 -0.5 0.775
N 0.509 1.076 0.419 -0.3 2.5 0.5 -0.350
N -0.731 -0.660 0.503 2.6 -0.2 -1.2 0.018
O 1.899 -0.645 -0.338 0.6 0.1 -0.1 -0.507
O -0.828 0.853 0.694 -1.3 0.5 -0.4 -0.265
O -1.548 -1.278 -0.482 0.5 1.1 0.0 -0.560
H 1.006 1.961 0.596 -0.7 -0.6 0.0 0.423
H -1.282 -1.257 -1.451 0.4 0.7 1.6 0.465
```
Positions in Å, forces in eV/Å.

---

Entry 2:
This record from OMol25 describes 2 unconnected molecules or ions with the total composition CH2N2O3 in a non-equilibrium geometry. The level of theory is wB97M-V/def2-TZVPD.

Properties
* SMILES string: N=C=O.O=NO
* 2S+1: 1
* relative energy (zero: lowest compared OMol25 entry of this formula, charge and spin): 0.975 eV
* charge: 0

```
8
Properties=species:S:1:pos:R:3:forces:R:3:nbo_charge:R:1
C 1.070 -0.780 0.874 0.5 -0.4 0.4 0.867
N 1.151 -1.848 1.392 -0.1 -1.8 0.6 -0.771
N -1.176 1.471 -1.606 0.4 -0.1 0.3 0.363
O 1.092 0.318 0.568 0.1 2.4 -0.8 -0.514
O -1.192 1.180 -0.226 0.1 0.4 0.7 -0.584
O -1.441 0.512 -2.222 -0.1 0.5 0.4 -0.270
H -0.693 1.869 0.314 -0.9 -0.8 -1.5 0.491
H 1.189 -2.722 0.907 -0.1 -0.2 0.0 0.417
```
Positions in Å, forces in eV/Å.

---

Entry 3:
This record from OMol25 describes CH2N2O3S in the gas phase in a non-equilibrium geometry. The level of theory is wB97M-V/def2-TZVPD.

Properties
* 2S+1: 1
* relative energy (zero: lowest compared OMol25 entry of this formula, charge and spin): 5.540 eV
* charge: 0

```
9
Properties=species:S:1:pos:R:3:forces:R:3:nbo_charge:R:1
C 1.569 -0.353 0.242 -0.2 -1.0 -0.7 -0.070
N 2.321 -0.329 1.116 -0.1 0.3 -0.3 -0.280
N -1.049 0.553 0.606 -4.0 -1.5 -1.2 0.044
O -0.684 0.300 -0.903 1.7 -1.1 -0.9 -0.687
O 1.000 -0.791 -2.366 0.8 0.3 -1.6 -0.857
O -0.833 -0.391 1.397 0.4 0.3 0.3 -0.513
S 0.404 -1.023 -1.109 -0.9 1.6 2.8 1.599
H -0.641 1.472 0.786 0.4 0.2 0.0 0.382
H -2.087 0.562 0.230 1.8 0.9 1.5 0.383
```
Positions in Å, forces in eV/Å.

---

Entry 4:
This record from OMol25 describes CH2N2O3S in the gas phase in a non-equilibrium geometry. The level of theory is wB97M-V/def2-TZVPD.

Properties
* SMILES string: O=C1[N@H+]2NS12(=O)[O-]
* 2S+1: 1
* relative energy (zero: lowest compared OMol25 entry of this formula, charge and spin): 2.024 eV
* charge: 0

```
9
Properties=species:S:1:pos:R:3:forces:R:3:nbo_charge:R:1
C -0.160 1.153 0.047 -0.2 1.8 -1.2 0.441
N 0.959 0.463 0.093 2.3 0.3 0.6 -0.466
N 0.680 -0.901 0.421 0.2 0.8 0.1 -0.627
O -0.383 2.312 -0.157 -0.5 -1.0 0.5 -0.516
O -1.317 -1.011 -1.177 -0.5 -0.1 -1.7 -0.893
O -1.830 -0.868 1.223 0.8 0.7 -0.8 -0.861
S -1.004 -0.513 0.102 -1.2 -1.6 2.4 2.127
H 1.896 0.702 -0.199 -0.2 0.4 0.3 0.423
H 1.158 -1.338 -0.354 -0.7 -1.2 -0.4 0.371
```
Positions in Å, forces in eV/Å.

---

Entry 5:
This record from OMol25 describes 2 unconnected molecules or ions with the total composition CH2N2O3S2 in a non-equilibrium geometry. The level of theory is wB97M-V/def2-TZVPD.

Properties
* 2S+1: 1
* relative energy (zero: lowest compared OMol25 entry of this formula, charge and spin): 0.611 eV
* charge: -2

```
10
Properties=species:S:1:pos:R:3:forces:R:3:nbo_charge:R:1
C 0.297 -1.619 3.323 0.1 0.2 -1.7 0.814
N 0.164 -1.774 2.146 0.8 0.4 2.6 -0.690
N 0.842 0.362 -0.445 -0.3 2.9 1.5 -1.082
O 0.474 -1.333 4.449 0.1 0.2 1.4 -0.628
O 0.085 2.279 1.285 0.0 -1.0 -0.1 -1.075
O 1.878 0.810 2.030 -0.7 -0.5 -0.8 -1.069
S -0.508 -2.916 1.180 -1.1 -1.9 -2.0 -0.503
S 0.504 0.828 1.400 0.5 2.9 -0.5 1.555
H 1.759 0.090 -0.234 2.1 -0.5 -0.1 0.333
H 0.364 -0.477 -0.410 -1.5 -2.6 -0.3 0.344
```
Positions in Å, forces in eV/Å.

---

Entry 6:
This record from OMol25 describes CH2N2O3Si in the gas phase in a non-equilibrium geometry. The level of theory is wB97M-V/def2-TZVPD.

Properties
* SMILES string: N#C[Si@@H](O)[N+](=O)[O-]
* 2S+1: 1
* relative energy (zero: lowest compared OMol25 entry of this formula, charge and spin): 0.828 eV
* charge: 0

```
9
Properties=species:S:1:pos:R:3:forces:R:3:nbo_charge:R:1
C 0.466 -0.859 -1.995 -0.4 0.2 1.2 -0.210
N 1.064 -0.960 -2.967 0.1 -0.1 -0.5 -0.189
N -1.755 -1.698 0.116 0.8 0.0 0.0 0.259
O -2.795 -1.204 -0.216 -1.0 1.0 -0.9 -0.369
O -1.711 -2.696 0.794 1.0 -0.9 0.5 -0.385
O -0.766 0.914 0.092 1.0 -2.7 0.2 -1.048
Si -0.144 -0.690 -0.256 -1.4 2.2 2.2 1.571
H -1.115 0.953 1.023 0.5 0.0 -1.3 0.509
H 0.819 -1.141 0.860 -0.7 0.2 -1.3 -0.138
```
Positions in Å, forces in eV/Å.

---

Entry 7:
This record from OMol25 describes 2 unconnected molecules or ions with the total composition CH2N2O4S in a non-equilibrium geometry. The level of theory is wB97M-V/def2-TZVPD.

Properties
* SMILES string: O=S(=O)=NO.N=C=O
* 2S+1: 1
* relative energy (zero: lowest compared OMol25 entry of this formula, charge and spin): 1.521 eV
* charge: 0

```
10
Properties=species:S:1:pos:R:3:forces:R:3:nbo_charge:R:1
C -1.143 1.349 -0.434 0.3 -1.9 -3.1 0.862
N -0.869 1.868 0.562 0.4 2.1 3.8 -0.724
N 1.049 -1.355 -0.777 1.7 1.3 0.3 -0.501
O 2.610 -0.396 0.978 2.5 0.7 0.7 -0.825
O 0.226 -0.836 1.562 -0.8 0.5 1.7 -0.862
O -0.249 -1.686 -1.045 -1.0 0.0 0.2 -0.550
O -1.142 0.838 -1.489 -0.8 0.2 -0.4 -0.571
S 1.308 -0.752 0.666 -3.0 -2.2 -3.2 2.222
H -1.136 1.905 1.531 -0.1 -0.1 -0.4 0.448
H -0.655 -0.935 -1.554 0.7 -0.6 0.5 0.500
```
Positions in Å, forces in eV/Å.

---

Entry 8:
This record from OMol25 describes 2 unconnected molecules or ions with the total composition CH2N2OS in a non-equilibrium geometry. The level of theory is wB97M-V/def2-TZVPD.

Properties
* SMILES string: N=C=O.N=S
* 2S+1: 1
* relative energy (zero: lowest compared OMol25 entry of this formula, charge and spin): 0.274 eV
* charge: 0

```
7
Properties=species:S:1:pos:R:3:forces:R:3:nbo_charge:R:1
C -0.800 0.434 -1.351 -0.9 0.9 -3.4 0.878
N -1.169 0.731 -2.472 1.9 -0.7 1.1 -0.770
N 1.698 -1.180 2.177 -2.1 0.1 -0.2 -0.728
O -0.234 0.132 -0.415 1.1 -0.6 2.3 -0.504
S 0.255 -0.522 2.019 2.0 -1.0 0.8 0.389
H 2.314 -0.599 2.736 0.2 0.6 0.0 0.331
H -2.064 1.004 -2.693 -2.2 0.7 -0.6 0.404
```
Positions in Å, forces in eV/Å.